Here is a gas-phase ion, C20H33O2Si2 (charge +1) at a distorted geometry from the Open Molecules 2025 dataset. Energies are from wB97M-V/def2-TZVPD.

Geometry as ORCA input:
```
! wB97M-V def2-TZVPD RIJCOSX def2/J DEFGRID3
* xyz 1 1
C 1.45 -1.30 -2.88
Si 0.07 -0.16 -3.37
C 0.57 1.15 -4.59
C -1.55 -0.93 -3.81
O -0.21 0.67 -1.83
C -0.41 0.49 -0.52
C -1.08 -0.61 0.11
C -2.23 0.08 0.85
O -0.31 1.68 0.14
Si 0.97 2.87 0.03
C 2.24 2.34 1.27
C 1.69 3.05 -1.68
C -0.02 4.39 0.49
H 1.65 -2.00 -3.71
H 2.36 -0.74 -2.68
H 1.21 -1.89 -1.98
H 0.92 0.67 -5.53
H -0.27 1.80 -4.88
H 1.39 1.81 -4.25
H -1.34 -1.62 -4.64
H -2.00 -1.51 -2.99
H -2.28 -0.19 -4.15
H -1.45 -1.27 -0.71
H -3.03 -0.62 0.99
H -1.78 0.39 1.80
H -2.65 0.98 0.34
H 3.03 3.11 1.34
H 1.85 2.21 2.29
H 2.75 1.40 1.01
H 2.43 3.87 -1.63
H 2.24 2.17 -2.05
H 0.95 3.34 -2.43
H 0.63 5.26 0.61
H -0.75 4.62 -0.30
H -0.57 4.24 1.43
C -1.69 -2.93 1.29
C -1.24 -4.14 0.41
C 0.08 -3.69 -0.12
C 0.50 -2.46 0.36
C -0.55 -1.79 1.12
C -0.19 -1.16 2.42
C 1.12 -0.73 2.68
C 1.40 0.09 3.77
C 0.42 0.45 4.68
C -0.87 -0.14 4.52
C -1.14 -0.98 3.45
H -2.70 -2.55 1.00
H -1.71 -3.33 2.33
H -1.22 -5.14 0.95
H -1.96 -4.28 -0.38
H 0.63 -4.32 -0.83
H 1.51 -2.06 0.24
H 1.96 -1.03 2.02
H 2.40 0.54 3.87
H 0.60 1.19 5.47
H -1.67 0.16 5.22
H -2.10 -1.44 3.41
*
```

Output
LUMO level, hartree: -0.13599
Highest occupied orbital energy, eV: -11.822
Strongest force on any atom, eV/A: 5.7
HOMO-LUMO gap, eV: 8.12